Formula: CH30O18
Source: the OMol25 dataset
Level of theory: the ωB97M-V functional and the def2-TZVPD basis

```
49
CH30O18 | the OMol25 dataset | the ωB97M-V functional and the def2-TZVPD basis
O 1.74 2.19 2.92
O -2.61 -0.72 1.67
O 0.04 -2.89 1.47
O 1.71 0.14 -2.82
O 0.72 0.96 0.99
O -3.91 -0.95 -1.04
O 1.48 -3.27 -1.06
O 3.89 -1.16 -1.36
O -0.42 0.20 3.07
O -1.73 2.16 1.25
O -1.84 0.74 -2.75
O -3.91 1.60 -0.45
O 0.88 -0.88 -0.40
O -1.07 0.23 -0.31
O -1.54 -2.26 -1.03
O 2.66 -0.84 1.64
O 3.03 1.55 -0.11
O 0.18 2.76 -1.42
C 0.15 0.06 0.01
H -3.05 1.76 -0.05
H 1.45 2.98 2.44
H -1.28 1.39 0.76
H 3.58 -0.27 -1.37
H 0.17 0.34 3.80
H -1.20 -2.18 -1.91
H -0.98 2.74 1.49
H 0.44 -2.16 1.02
H -2.18 -0.37 0.93
H -3.07 -1.34 -0.93
H 1.64 1.03 -3.10
H -1.27 0.00 -3.07
H -0.22 1.96 -1.09
H 1.12 -2.37 -0.92
H -0.61 3.37 -1.35
H -3.92 0.68 -0.75
H 2.17 -0.42 0.95
H -0.98 -1.61 -0.61
H -4.65 -1.56 -1.15
H -1.83 0.57 -1.81
H 2.12 -3.40 -0.40
H -1.95 -0.37 2.27
H 2.16 1.43 0.22
H 3.06 -1.65 -1.39
H 3.52 1.67 0.71
H 0.09 0.49 2.27
H 1.48 1.57 2.24
H -0.18 -3.54 0.81
H 3.51 -0.40 1.60
H 1.41 0.06 -1.90
```

Values from the calculation:
Gap between HOMO and LUMO: 9.03 eV
LUMO level: 0.191 Ha
Total charge: -2
Max |F|: 5.8 eV Å⁻¹
Calculated total energy: -1410.508996 Ha
2S+1: 1